ORCA calculation (wB97M-V/def2-TZVPD) on a 7-piece molecular cluster, C16H31NO21 overall at a distorted geometry.

Last column: Mulliken charge in e.
Positions of all 69 atoms, in Å:
N -1.1267 -4.7052 -0.0496  0.893
O -0.5261 -5.1360 0.9644  -0.656
O -1.4806 -5.5133 -0.9570  -0.729
O -1.4554 -3.5114 -0.1257  -0.480
O 1.2816 0.2403 1.4225  -0.592
C 0.1249 -0.5287 1.4279  0.759
O -0.8910 0.0248 0.9014  -0.627
O 0.2104 -1.7238 1.7429  -0.678
H 0.8121 1.0535 1.1548  0.161
C 1.6633 1.0523 4.8002  -0.518
O 2.8167 0.3854 5.2743  -0.319
C 2.7587 -0.8465 5.7472  0.789
O 1.9148 -1.6601 5.4612  -0.527
O 3.8061 -1.0531 6.5279  -0.351
C 4.0251 -2.3753 7.0307  -0.625
H 1.4861 0.7634 3.7591  0.195
H 1.6976 2.1350 4.8696  0.293
H 0.7555 0.6646 5.2701  0.332
H 4.4654 -2.9327 6.2038  0.296
H 3.0778 -2.7941 7.3583  0.303
H 4.7720 -2.3189 7.8173  0.195
C -5.3654 1.3488 -2.9266  -0.529
O -4.1797 0.7870 -3.4352  -0.359
C -3.4561 -0.0481 -2.6997  0.790
O -3.7445 -0.4479 -1.6087  -0.515
O -2.2952 -0.2395 -3.3451  -0.436
C -1.1745 -0.7929 -2.6004  -0.367
H -5.4137 1.4018 -1.8382  0.144
H -6.1960 0.7075 -3.2314  0.286
H -5.5124 2.3473 -3.3307  0.260
H -1.4887 -1.7557 -2.1940  0.309
H -0.8070 -0.1168 -1.8330  0.197
H -0.4774 -1.0031 -3.4103  0.195
C 1.6143 3.5865 -0.4069  -0.547
O 1.9025 2.4960 -1.3013  -0.068
C 2.4735 2.8557 -2.4194  0.672
O 2.4381 3.9242 -2.9884  -0.613
O 3.0183 1.7617 -2.9679  -0.221
C 3.5891 1.7335 -4.2298  -0.701
H 2.5017 4.1293 -0.1013  0.295
H 1.0099 3.1845 0.4030  0.041
H 0.8744 4.1960 -0.9305  0.334
H 2.8233 1.7452 -5.0113  0.329
H 4.2879 0.9042 -4.3087  0.152
H 4.1942 2.6098 -4.5042  0.330
C -2.4740 2.1995 2.4813  -0.389
O -3.8243 2.5860 2.6123  -0.409
C -4.6464 2.0992 1.6860  0.765
O -4.3275 1.3634 0.8112  -0.445
O -5.8306 2.7310 1.8227  -0.374
C -6.9046 2.1044 1.1660  -0.655
H -2.4013 1.1575 2.1519  0.289
H -1.8355 2.2863 3.3625  0.180
H -1.9315 2.8076 1.7497  0.219
H -7.8433 2.5021 1.5601  0.246
H -6.9147 1.0233 1.2922  0.339
H -6.9675 2.3757 0.1081  0.224
C 1.3419 -2.6406 -1.2911  -0.517
O 2.6082 -2.2314 -1.8534  -0.262
C 2.8903 -2.7489 -3.0466  0.832
O 2.2195 -3.4594 -3.7466  -0.596
O 4.1262 -2.3697 -3.3620  -0.318
C 4.5905 -2.4830 -4.6940  -0.665
H 1.4681 -3.4349 -0.5487  0.472
H 0.5849 -3.1037 -1.9220  0.343
H 0.9432 -1.8208 -0.7002  -0.143
H 5.4770 -3.1173 -4.6279  0.249
H 4.9898 -1.5105 -4.9890  0.183
H 3.8565 -2.8509 -5.4038  0.346

F_max ... 0.0799 hartree/bohr
LUMO level ... 4.05 eV
Charge ... -2
DFT total energy ... -61578.3164 eV

ORCA calculation (wB97M-V/def2-TZVPD) on a 7-piece molecular cluster, C22H43Cl12N2O6P overall at a distorted geometry.

Last column: Mulliken charge in e.
Positions of all 86 atoms, in Å:
C -4.2826 2.9158 -1.5971  -1.211
C -2.9494 2.4727 -0.9809  -0.493
N -2.4331 1.4045 -1.8356  -0.200
C -1.5322 0.4758 -1.1806  -0.448
N -1.9282 -0.9218 -1.4342  -0.456
C -0.7877 -1.7074 -1.7309  -0.432
O -0.8188 -2.8370 -2.1683  -0.644
C 0.4616 -0.8600 -1.3582  0.536
P 0.7704 -1.2643 0.3864  0.707
O 2.1317 -0.9267 0.8419  -0.678
O 0.5834 -2.8408 0.5423  -0.503
O -0.3620 -0.6373 1.2918  -0.579
C -0.1195 0.5038 -1.7493  -0.308
C 0.7153 1.7911 -1.6639  -0.869
C 2.0347 1.7253 -0.8888  -0.316
O 1.9144 2.5294 0.3071  -0.418
C 2.1819 1.8625 1.4764  0.705
C 3.5915 1.4087 1.7314  -0.706
O 1.2877 1.7059 2.2946  -0.580
H -4.9603 2.0667 -1.5743  0.388
H -4.0953 3.1551 -2.6351  0.235
H -4.7041 3.7377 -1.0417  0.475
H -2.2694 3.3137 -0.9932  0.256
H -3.1615 2.1572 0.0414  0.402
H -3.2215 0.9112 -2.2266  0.311
H -1.5009 0.7566 -0.1302  0.382
H -2.4497 -0.9671 -2.3063  0.419
H 1.3154 -1.1404 -1.9621  0.932
H 1.4225 -3.2368 0.2741  0.283
H -0.0852 -0.7996 2.2015  0.420
H -0.3193 0.3920 -2.8175  0.387
H 0.9333 2.1183 -2.6721  0.401
H 0.1410 2.5994 -1.2258  0.130
H 2.8066 2.1939 -1.4924  0.429
H 2.3794 0.7220 -0.6736  0.238
H 4.2656 2.2399 1.5626  0.383
H 3.6053 1.0943 2.7596  0.098
H 3.8022 0.5652 1.0866  0.224
Cl -8.1633 3.2466 -1.7315  -0.179
C -8.5048 3.8097 -3.3880  -0.448
C -7.6405 3.1200 -4.4109  -0.477
Cl -5.9288 3.5967 -4.2686  -0.176
H -8.3630 4.8868 -3.4108  0.315
H -9.5524 3.5925 -3.5885  0.314
H -7.9674 3.3947 -5.4124  0.337
H -7.6957 2.0390 -4.3147  0.313
Cl 2.7144 -5.0739 1.6873  -0.194
C 2.5024 -4.3609 3.3081  -0.529
C 3.3200 -3.1051 3.4786  0.234
Cl 5.0692 -3.4506 3.5168  -0.212
H 2.7651 -5.1177 4.0425  0.466
H 1.4441 -4.1282 3.4153  0.318
H 3.0688 -2.6293 4.4255  0.200
H 3.1339 -2.3958 2.6734  -0.224
Cl 3.3588 3.4174 5.7085  -0.194
C 2.0631 2.1931 5.7301  -0.076
C 2.4430 0.9811 6.5433  -0.441
Cl 3.7435 0.0448 5.7637  -0.172
H 1.8364 1.9269 4.6990  -0.073
H 1.1854 2.6654 6.1678  0.353
H 1.5826 0.3203 6.6340  0.253
H 2.7775 1.2525 7.5410  0.376
Cl -5.1180 7.8768 -0.0596  -0.181
C -4.8792 7.0974 1.5250  -0.479
C -3.4809 6.5605 1.6891  -0.514
Cl -3.1666 5.1757 0.6127  -0.117
H -5.6204 6.3088 1.6243  0.323
H -5.0721 7.8531 2.2843  0.344
H -3.3405 6.2092 2.7099  0.293
H -2.7348 7.3223 1.4802  0.328
Cl 2.1960 -1.5488 -5.2829  -0.198
C 1.2055 -3.0291 -5.1212  0.037
C 2.0514 -4.2588 -4.9232  -0.452
Cl 2.9872 -4.6733 -6.3827  -0.198
H 0.5844 -3.1117 -6.0089  0.379
H 0.5586 -2.8902 -4.2559  -0.162
H 1.4095 -5.1094 -4.7027  0.316
H 2.7519 -4.1313 -4.1021  0.302
Cl 4.6945 -7.1195 -0.8371  -0.181
C 5.0593 -7.7851 0.7753  -0.270
C 6.4772 -8.2819 0.8781  -0.450
Cl 6.7585 -9.7344 -0.1173  -0.192
H 4.3441 -8.5775 0.9791  0.324
H 4.8991 -6.9811 1.4920  0.134
H 6.6930 -8.5566 1.9090  0.299
H 7.1868 -7.5205 0.5660  0.332

SMILES string ... CCN[C@H]1NC(=O)[C@H](P(=O)(O)O)[C@@H]1CCOC(C)=O.ClCCCl.ClCCCl.ClCCCl.ClCCCl.ClCCCl.ClCCCl
F_max ... 0.0326 hartree/bohr
LUMO level ... 0.28 eV
Charge ... 0
DFT total energy ... -198338.6270 eV

ORCA calculation (wB97M-V/def2-TZVPD) on BrPd as an isolated structure at a distorted geometry.

Last column: Mulliken charge in e.
Positions of all 2 atoms, in Å:
Pd 0.5629 0.0962 1.1803  0.748
Br -0.5629 -0.0962 -1.1803  0.252

2S+1 ... 3
F_max ... 0.0475 hartree/bohr
LUMO level (spin up / spin down) ... -6.72 / -9.91 eV
Charge ... +1
DFT total energy ... -73510.9007 eV